No. 1
21
Properties=species:S:1:pos:R:3:forces:R:3 method="wB97M-V/def2-TZVPD" orbital_gap_ha=0.3432 homo_energy_ev=-8.510 smiles="Cn1oc2c(c1=O)CNCC2"
C -1.1131 -0.2470 3.2198 0.735 1.627 1.112
N -1.0327 -0.3762 1.7917 -0.452 -0.673 1.105
O -0.9522 0.8278 1.1119 -0.696 2.524 1.260
C -0.2091 0.6748 -0.0052 0.769 -0.722 0.719
C 0.1658 -0.5845 -0.0707 -1.588 -2.337 0.554
C -0.2699 -1.2816 1.1912 3.627 -1.143 -2.821
O 0.2631 -2.3369 1.5648 -1.785 0.922 0.472
C 0.6014 -1.2792 -1.2785 -0.017 -0.303 -1.393
N 1.2105 -0.2884 -2.0890 2.460 1.847 -1.660
C 0.4459 0.9400 -2.2596 -1.238 -0.846 -1.407
C 0.2216 1.7330 -0.9577 -1.992 0.544 0.046
H -1.5351 -1.0849 3.7521 -0.256 -0.562 -0.586
H -0.1139 -0.0478 3.7553 -1.235 -0.022 -1.128
H -1.8003 0.5942 3.3269 0.224 0.036 0.629
H 1.2929 -2.0551 -1.0499 0.593 -0.705 0.187
H -0.2557 -1.7585 -1.8653 0.515 0.360 1.042
H 2.0745 -0.4162 -2.6802 -1.890 -0.058 1.273
H 0.9120 1.6480 -2.9187 0.604 -0.095 -0.621
H -0.5046 0.6104 -2.8080 0.544 0.875 1.027
H 1.2034 2.1772 -0.7443 -0.457 -0.026 0.595
H -0.6045 2.5508 -0.9866 1.536 -1.244 -0.405

---

No. 2
22
Properties=species:S:1:pos:R:3:forces:R:3 method="wB97M-V/def2-TZVPD" orbital_gap_ha=0.3175 homo_energy_ev=-9.040 smiles="OCc1ccccc1.N=S(=N)=O"
O 1.0103 -2.2952 -0.5135 -1.338 -2.053 -1.396
C -0.0702 -1.9894 0.2916 -2.002 -2.729 -2.031
C -0.6041 -0.6525 0.0140 -1.943 1.904 3.167
C -0.5128 -0.0391 -1.2274 -0.912 -0.964 1.160
C -1.2065 1.1024 -1.4958 0.686 0.066 -2.192
C -1.9553 1.7783 -0.5370 1.764 -0.193 -2.248
C -1.9895 1.3095 0.7199 1.865 -3.489 2.370
C -1.2839 0.0469 1.0934 -1.293 1.568 -3.865
H 1.8292 -1.9323 -0.3044 2.075 1.223 1.172
H -0.0385 -2.3138 1.3054 0.738 0.476 1.182
H -0.8585 -2.7862 -0.0846 0.951 1.604 0.443
H -0.0653 -0.5950 -1.9953 0.844 -0.473 -1.018
H -1.0448 1.3818 -2.5862 -0.789 0.479 1.631
H -2.2006 2.7370 -0.8822 -1.271 1.280 0.262
H -2.4476 1.8685 1.4893 -0.584 0.451 0.774
H -1.4091 -0.4192 2.0567 0.127 0.139 0.221
N 3.0687 -0.4051 -0.1370 -1.881 -1.061 2.431
S 2.0394 0.5640 0.3202 0.941 1.537 1.160
N 1.5614 0.1656 1.6939 -1.216 1.505 0.096
O 1.7709 1.8656 -0.2554 0.154 -1.164 0.049
H 3.6233 -0.2495 -0.8828 1.944 1.021 -3.182
H 0.7836 0.8576 1.9171 1.138 -1.128 -0.187

---

No. 3
22
Properties=species:S:1:pos:R:3:forces:R:3 method="wB97M-V/def2-TZVPD" orbital_gap_ha=0.3431 homo_energy_ev=-8.753
C -2.5219 2.0779 -0.4582 0.431 0.600 0.178
C -1.1678 1.9478 -1.1675 0.998 1.619 1.413
C -0.1501 0.0009 -0.3650 -1.613 -3.246 -1.570
C 0.9761 -0.6685 0.3285 0.777 0.812 0.806
C 1.1626 -2.0693 0.3999 -1.190 -3.678 0.248
C 0.3886 -3.1122 -0.3781 -0.595 0.053 -1.205
C 1.8905 -0.0589 1.2147 -0.981 -1.173 0.890
H -2.4916 2.7049 0.4643 0.229 -0.710 -0.607
H -3.3106 2.4877 -1.0623 -0.005 0.642 -0.749
H -2.9110 1.0976 -0.2825 0.088 -0.743 0.647
H -1.2088 1.3224 -2.0630 0.022 0.529 0.099
H -0.5795 2.9346 -1.2457 -1.455 -1.292 -0.569
H -0.7112 -3.0813 -0.1884 0.857 -0.277 0.552
H 0.3413 -2.7511 -1.4139 0.408 -0.471 -0.129
H 0.8501 -4.1572 -0.3087 -0.761 1.707 0.060
H 1.3786 1.8038 0.8913 0.404 0.361 0.473
H 2.7472 1.6029 1.9387 1.069 0.783 0.433
N 1.9587 -2.6719 1.2751 0.282 3.124 -0.347
N 1.8979 1.2686 1.5842 -1.011 -1.603 -1.256
O -0.2134 1.2936 -0.2307 0.024 1.409 -0.230
O -1.0229 -0.5971 -1.0384 2.122 0.687 1.441
S 2.6970 -1.3752 2.1059 -0.101 0.867 -0.577

---

No. 4
22
Properties=species:S:1:pos:R:3:forces:R:3 method="wB97M-V/def2-TZVPD" orbital_gap_ha="0.2548 / 0.2546" homo_energy_ev="-8.162 / -8.154"
C 1.7106 -2.6488 -0.1422 1.612 -0.459 -0.854
C 1.6155 -1.1823 0.0594 0.579 1.126 -0.965
C 0.2908 -0.7132 0.1289 -0.231 2.398 -0.208
C -0.6816 -1.5054 0.4938 -0.147 0.412 -0.700
O -1.6779 -2.0268 0.6646 -1.375 -1.166 0.685
C -0.2417 0.7190 -0.1895 0.184 -0.194 1.007
C -1.4839 0.8242 -1.0274 0.095 -2.263 0.273
C -0.3744 1.5871 1.0901 3.342 -0.079 -0.129
N 2.6792 -0.3415 -0.0180 -1.707 -1.178 0.061
O 3.8132 -0.6935 -0.3302 1.574 -0.199 -0.302
N 2.3063 0.9885 0.3247 2.843 3.002 0.459
O 3.2278 1.8219 0.2757 -2.506 -3.282 -0.078
H 2.7814 -2.9133 0.1483 -1.578 -0.308 -0.264
H 1.5339 -2.9897 -1.2812 0.268 0.901 2.675
H 0.9036 -3.0027 0.5515 1.061 -0.717 -0.779
H 0.5019 1.2544 -0.6693 1.633 0.136 -1.551
H -2.2978 0.4704 -0.4076 -0.799 0.432 -0.314
H -1.5241 0.3554 -2.0104 0.439 -0.918 0.252
H -1.4983 1.8008 -1.3432 -0.890 2.757 0.005
H 0.2669 1.1409 1.8880 -0.886 0.285 -0.389
H -1.3750 1.5557 1.2886 -2.628 0.450 1.388
H 0.0505 2.6343 0.9942 -0.883 -1.137 -0.274

---

No. 5
21
Properties=species:S:1:pos:R:3:forces:R:3 method="wB97M-V/def2-TZVPD" orbital_gap_ha=0.3077 homo_energy_ev=-11.929 total_charge=+1 smiles=[NH3+]N1c2ccccc2N[C@H]1O
N 1.7204 1.8322 0.3723 -0.787 1.409 -2.760
N 1.1358 0.6465 -0.1334 -0.630 -2.494 0.044
C -0.2972 0.4134 -0.0632 0.061 1.069 0.403
C -1.3732 1.2448 -0.4318 1.250 -1.261 -0.096
C -2.6161 0.6770 -0.4976 -2.731 0.409 -0.673
C -2.7911 -0.6780 -0.2324 -1.309 0.378 -0.095
C -1.7500 -1.4456 0.2124 -0.449 -1.231 -0.437
C -0.5019 -0.9143 0.2911 1.189 0.443 -0.439
N 0.7355 -1.5803 0.5075 -0.828 -2.545 -0.745
C 1.7853 -0.6961 0.3921 1.635 3.419 -0.018
O 2.7902 -0.9326 -0.5757 -0.717 0.578 1.119
H 2.5360 1.6363 0.9276 0.767 -0.184 0.432
H 1.0543 2.4001 0.9065 -0.054 0.011 0.220
H 1.9917 2.3953 -0.5245 -0.184 -0.876 2.197
H -1.2920 2.1681 -0.9318 0.633 1.294 0.021
H -3.5178 1.3078 -0.8671 1.795 -1.203 0.691
H -3.7507 -1.1914 -0.4198 0.519 0.611 0.248
H -1.9460 -2.4995 0.2909 0.274 -0.328 0.405
H 0.9045 -2.5206 0.0438 -0.649 1.739 0.826
H 2.1933 -0.4088 1.4424 0.106 -0.541 -1.487
H 2.9890 -1.8543 -0.7093 0.108 -0.697 0.146

---

No. 6
21
Properties=species:S:1:pos:R:3:forces:R:3 method="wB97M-V/def2-TZVPD" orbital_gap_ha=0.3232 homo_energy_ev=-8.068
C -2.1035 -0.5217 -0.1602 -3.404 -4.005 1.639
C 0.0317 -0.8570 0.0301 4.794 1.558 -0.666
C 1.3116 -1.7475 0.0719 -0.179 2.547 -3.189
C 2.5247 -0.5741 -0.0831 -0.726 -1.032 -4.724
C 1.6554 0.8527 -0.2570 2.839 -0.237 5.290
C 0.1873 0.5263 -0.2633 4.964 -3.931 -1.225
C -0.8606 1.2871 -0.1232 -3.659 -0.485 0.258
H -3.2012 -2.1100 0.0357 -1.236 1.063 0.043
H -4.0234 -0.5934 0.4228 0.038 -0.680 -0.286
H 0.9561 -2.3899 -0.8735 1.901 0.845 2.080
H 1.4855 -2.3041 0.9782 -0.291 -0.330 0.058
H 3.1404 -0.6978 0.7464 0.616 0.590 1.754
H 3.6130 -0.7637 -1.0309 -3.884 0.473 2.330
H 1.7324 1.1863 0.9137 0.157 -0.313 -2.093
H 2.2798 1.7056 -0.6414 -1.319 -0.996 -0.797
H -1.5794 3.2938 0.3377 3.248 -3.223 -1.060
H 0.1923 2.9521 -0.0096 0.155 0.292 0.103
N -3.4358 -1.1246 -0.2229 2.903 -0.736 0.208
N -1.0745 -1.3982 0.1122 -5.289 -1.453 -0.533
N -0.7099 2.5482 0.1310 -3.223 6.619 1.238
N -2.1220 0.7296 -0.1149 1.595 3.434 -0.428

---

No. 7
21
Properties=species:S:1:pos:R:3:forces:R:3 method="wB97M-V/def2-TZVPD" orbital_gap_ha=0.3082 homo_energy_ev=-7.737
H 3.8682 0.5733 0.1964 -0.400 -0.182 0.860
N 3.1331 0.2400 -0.3938 -0.917 -1.968 -3.766
C 2.1135 -0.4710 -0.0672 1.772 1.018 3.975
N 1.7901 -0.3418 1.3467 2.529 -0.836 0.596
N 1.1379 -1.1611 -0.7861 -0.230 -0.734 -2.710
C -0.2328 -0.6639 -0.3875 -1.208 -0.539 1.944
C -1.3724 -1.4584 -0.0464 -1.483 -0.077 -0.242
C -2.7509 -0.8755 0.1654 3.311 -0.564 -1.612
C -2.9179 0.5066 0.0406 5.382 -0.971 1.400
C -1.6779 1.3686 0.1239 -1.180 -1.116 -0.926
C -0.3776 0.7503 0.0114 -1.865 -0.176 -3.473
N 0.6562 1.5990 -0.2991 1.251 2.041 -2.089
H 2.7885 -0.0096 1.7759 -3.844 -1.407 -0.665
H 1.2378 -1.1122 1.8215 1.356 1.188 -0.738
H 1.4444 -1.7366 -1.8431 -1.566 2.985 4.403
H -1.4211 -2.5907 -0.0205 0.728 1.467 -0.405
H -3.6128 -1.5816 0.0529 0.934 0.789 0.460
H -3.9208 0.6246 -0.0866 -2.528 2.271 -0.199
H -1.6030 2.5247 -0.0478 -0.841 -2.375 0.635
H 1.4070 1.2314 -1.0203 -2.134 1.315 2.112
H 0.3106 2.5839 -0.5362 0.933 -2.130 0.439

---

No. 8
22
Properties=species:S:1:pos:R:3:forces:R:3 method="wB97M-V/def2-TZVPD" orbital_gap_ha=0.3263 homo_energy_ev=-8.556 smiles="CCNc1cnc(C(N)=O)cn1"
C 3.5342 -0.8558 0.8893 5.266 -1.635 -1.424
C 3.4877 -0.0973 -0.4657 0.508 -2.330 -0.362
N 2.4621 0.8883 -0.3872 -2.456 -1.470 -0.951
C 1.1070 0.4862 -0.1915 3.902 2.643 0.442
C 0.1684 1.4858 0.1115 0.621 0.435 0.194
N -1.0545 1.1730 0.3196 -1.164 -1.374 -1.046
C -1.4135 -0.1175 -0.0573 3.025 1.673 0.453
C -2.8238 -0.3033 -0.0278 -0.684 -3.301 0.595
N -3.6125 0.7714 0.0754 -1.267 -0.335 0.244
O -3.2201 -1.4780 0.0161 -0.591 0.928 -0.490
C -0.4181 -1.0850 -0.3375 -2.823 2.844 0.864
N 0.8517 -0.7660 -0.1989 0.114 -1.993 -1.540
H 2.7065 -1.4375 1.0079 -2.348 -1.287 0.446
H 4.4237 -1.6513 0.8161 -1.729 1.338 -0.113
H 3.8356 -0.4027 1.8216 -0.324 1.141 -0.043
H 4.4931 0.2569 -0.8095 -1.031 0.406 0.636
H 3.2373 -0.8752 -1.3140 0.142 1.359 1.739
H 2.7031 1.7852 -0.1167 0.410 1.816 0.581
H 0.4445 2.5236 0.2344 0.294 0.103 0.073
H -3.1556 1.6198 0.3961 -0.472 -0.175 -0.048
H -4.5379 0.4391 0.3877 0.619 1.047 -0.189
H -0.7688 -1.9803 -0.7396 -0.011 -1.833 -0.060

---

For each record above, in turn, the calculated energy above the lowest of the compared OMol25 structures with the same formula, charge and spin values are 85.32; 106.93; 21.74; 178.15; 65.58; 88.30; 111.68; 31.10 kcal/mol.
For each record above, in turn, the calculated DFT total energy values are -14493.357; -25327.502; -25331.196; -16536.728; -13930.107; -13378.026; -13377.013; -15428.247 eV.